(1)
The following is a quantum chemistry calculation of C25H33As2N5Ru as an isolated structure, from OMol25.

Atoms and positions in Å:
Ru  0.057  0.569  0.327
C  1.411  1.810  2.964
C  1.650  0.635  2.048
C  0.964  -0.591  2.253
C  1.309  -1.753  1.534
C  0.692  -3.081  1.861
C  2.369  -1.687  0.611
C  3.032  -0.503  0.358
C  4.202  -0.436  -0.574
C  2.612  0.667  1.045
H  2.128  1.779  3.787
H  0.414  1.789  3.405
H  1.559  2.758  2.449
H  0.334  -0.703  3.129
H  1.225  -3.527  2.705
H  0.768  -3.778  1.029
H  -0.354  -2.992  2.148
H  2.689  -2.596  0.114
H  5.124  -0.546  0.003
H  4.263  0.524  -1.087
H  4.184  -1.241  -1.307
H  3.145  1.595  0.864
C  -3.102  2.507  -0.291
As  -2.245  0.793  -0.556
C  -2.128  0.719  -2.487
C  -3.685  -0.451  -0.175
C  -4.781  -0.465  -1.026
C  -5.791  -1.411  -0.862
C  -5.713  -2.358  0.147
C  -4.643  -2.340  1.030
C  -3.663  -1.353  0.897
As  -2.426  -1.122  2.310
C  -2.779  -2.404  3.699
C  -2.796  0.597  3.128
H  -3.798  2.658  -1.115
H  -2.370  3.308  -0.302
H  -3.648  2.528  0.650
H  -3.118  0.674  -2.932
H  -1.556  -0.149  -2.802
H  -1.637  1.630  -2.831
H  -4.862  0.241  -1.841
H  -6.628  -1.421  -1.548
H  -6.489  -3.104  0.257
H  -4.602  -3.068  1.829
H  -2.632  -3.424  3.351
H  -3.811  -2.249  4.018
H  -2.107  -2.202  4.531
H  -3.882  0.702  3.151
H  -2.353  1.420  2.571
H  -2.403  0.591  4.144
N  0.755  4.469  -0.896
C  0.254  3.714  0.076
N  0.366  2.442  -0.299
C  0.957  2.513  -1.530
N  1.207  3.729  -1.928
C  1.184  1.253  -2.214
C  1.809  1.076  -3.438
N  1.956  -0.134  -3.964
C  1.463  -1.162  -3.280
C  0.835  -1.009  -2.050
N  0.712  0.208  -1.510
H  0.843  5.478  -0.925
H  -0.150  4.093  1.001
H  2.185  1.927  -3.994
H  1.568  -2.146  -3.721
H  0.421  -1.845  -1.506

Atoms 1-2, force components in eV/Å:
Ru 0.102 -0.117 0.797
C 0.096 -0.032 -0.035

HOMO (alpha / beta)	-17.17 / -17.37	eV
⟨S²⟩	0.768
relative energy (zero: lowest compared OMol25 entry of this formula, charge and spin)	0.332	eV
net charge	+3
multiplicity	2
F_max	0.812	eV/Å
calculated total energy	-158143.147	eV

Löwdin charges, unit e, in atom order: atom 1 (Ru): 0.944, atom 2 (C): -0.017, atom 3 (C): -0.371, atom 4 (C): -0.133, atom 5 (C): -0.258, atom 6 (C): -0.017, atom 7 (C): -0.006, atom 8 (C): -0.239, atom 9 (C): -0.001, atom 10 (C): -0.017, atom 11 (H): 0.115, atom 12 (H): 0.079, atom 13 (H): 0.075, atom 14 (H): 0.106, atom 15 (H): 0.119, atom 16 (H): 0.099, atom 17 (H): 0.032, atom 18 (H): 0.145, atom 19 (H): 0.117, atom 20 (H): 0.093, atom 21 (H): 0.095, atom 22 (H): 0.146, atom 23 (C): -0.229, atom 24 (As): 1.125, atom 25 (C): -0.233, atom 26 (C): -0.398, atom 27 (C): -0.072, atom 28 (C): -0.003, atom 29 (C): -0.014, atom 30 (C): -0.066, atom 31 (C): -0.425, atom 32 (As): 1.278, atom 33 (C): -0.231, atom 34 (C): -0.230, atom 35 (H): 0.057, atom 36 (H): 0.014, atom 37 (H): 0.042, atom 38 (H): 0.043, atom 39 (H): 0.031, atom 40 (H): 0.049, atom 41 (H): 0.108, atom 42 (H): 0.135, atom 43 (H): 0.135, atom 44 (H): 0.109, atom 45 (H): 0.054, atom 46 (H): 0.067, atom 47 (H): 0.055, atom 48 (H): 0.065, atom 49 (H): 0.006, atom 50 (H): 0.052, atom 51 (N): 0.093, atom 52 (C): -0.093, atom 53 (N): -0.048, atom 54 (C): -0.300, atom 55 (N): 0.200, atom 56 (C): -0.184, atom 57 (C): -0.003, atom 58 (N): 0.156, atom 59 (C): -0.047, atom 60 (C): -0.084, atom 61 (N): -0.080, atom 62 (H): 0.195, atom 63 (H): 0.156, atom 64 (H): 0.148, atom 65 (H): 0.138, atom 66 (H): 0.126

***

(2)
The following is a quantum chemistry calculation of C25H33BN as an isolated structure at a distorted geometry, from OMol25.

Atoms and positions in Å:
C  6.664  -3.244  0.888
C  5.644  -4.311  1.160
C  5.574  -5.510  0.420
C  4.613  -6.482  0.700
C  3.697  -6.316  1.774
C  2.697  -7.353  2.297
C  1.264  -7.003  1.940
C  0.308  -8.055  1.673
C  -1.071  -7.820  1.782
C  -1.553  -6.529  1.991
C  -0.648  -5.465  1.983
C  0.722  -5.705  1.875
C  3.733  -5.104  2.469
C  4.711  -4.138  2.200
H  6.423  -2.320  1.435
H  7.660  -3.583  1.191
H  6.738  -2.978  -0.180
H  6.310  -5.641  -0.367
H  4.593  -7.389  0.085
H  2.922  -8.371  1.934
H  0.649  -9.061  1.453
H  -1.762  -8.652  1.706
H  -2.633  -6.345  2.099
H  -1.033  -4.433  2.048
H  1.398  -4.845  1.759
H  2.999  -4.930  3.254
H  4.750  -3.237  2.796
C  4.043  -5.870  6.885
C  2.669  -6.288  6.392
N  2.582  -7.816  6.232
C  3.029  -8.415  7.566
C  2.366  -8.001  8.712
C  2.640  -8.562  9.981
C  3.622  -9.570  10.085
C  4.294  -9.967  8.937
C  4.014  -9.393  7.670
C  1.086  -8.143  6.194
C  0.830  -9.648  6.298
C  0.479  -7.588  4.941
B  3.345  -8.251  4.829
H  2.980  -7.764  3.404
H  4.098  -4.768  6.819
H  4.208  -6.148  7.943
H  4.867  -6.293  6.290
H  1.888  -5.969  7.116
H  2.427  -5.853  5.407
H  1.568  -7.239  8.678
H  2.087  -8.218  10.849
H  3.830  -10.010  11.074
H  5.056  -10.758  9.010
H  4.550  -9.708  6.753
H  0.624  -7.654  7.073
H  -0.241  -9.806  6.109
H  1.423  -10.213  5.553
H  1.030  -10.047  7.301
H  -0.592  -7.781  4.942
H  0.619  -6.518  4.843
H  0.926  -8.090  4.078
H  4.462  -7.979  4.995
H  3.198  -9.397  4.723

Atoms 1-2, force components in eV/Å:
C 0.202 0.265 -0.249
C -0.813 -0.449 0.473

HOMO	-11.50	eV
relative energy (zero: lowest compared OMol25 entry of this formula, charge and spin)	1.171	eV
net charge	+1
F_max	3.297	eV/Å
calculated total energy	-28618.617	eV

Löwdin charges, unit e, in atom order: atom 1 (C): -0.050, atom 2 (C): -0.259, atom 3 (C): -0.027, atom 4 (C): -0.008, atom 5 (C): -0.204, atom 6 (C): -0.053, atom 7 (C): -0.204, atom 8 (C): -0.029, atom 9 (C): -0.078, atom 10 (C): -0.074, atom 11 (C): -0.067, atom 12 (C): -0.037, atom 13 (C): -0.063, atom 14 (C): -0.022, atom 15 (H): 0.082, atom 16 (H): 0.089, atom 17 (H): 0.091, atom 18 (H): 0.118, atom 19 (H): 0.120, atom 20 (H): 0.138, atom 21 (H): 0.116, atom 22 (H): 0.110, atom 23 (H): 0.118, atom 24 (H): 0.119, atom 25 (H): 0.113, atom 26 (H): 0.102, atom 27 (H): 0.110, atom 28 (C): -0.056, atom 29 (C): -0.173, atom 30 (N): -0.102, atom 31 (C): -0.230, atom 32 (C): -0.048, atom 33 (C): -0.030, atom 34 (C): -0.064, atom 35 (C): -0.052, atom 36 (C): 0.005, atom 37 (C): -0.374, atom 38 (C): -0.019, atom 39 (C): -0.042, atom 40 (B): -0.044, atom 41 (H): 0.068, atom 42 (H): 0.097, atom 43 (H): 0.090, atom 44 (H): 0.082, atom 45 (H): 0.133, atom 46 (H): 0.108, atom 47 (H): 0.121, atom 48 (H): 0.112, atom 49 (H): 0.121, atom 50 (H): 0.119, atom 51 (H): 0.122, atom 52 (H): 0.135, atom 53 (H): 0.099, atom 54 (H): 0.090, atom 55 (H): 0.091, atom 56 (H): 0.109, atom 57 (H): 0.087, atom 58 (H): 0.064, atom 59 (H): 0.065, atom 60 (H): 0.063

***

(3)
The following is a quantum chemistry calculation of C25H33CaO2Te as an isolated structure at a distorted geometry, from OMol25.

Atoms and positions in Å:
O  0.451  0.018  -4.655
C  0.236  1.318  -5.360
C  0.154  0.766  -6.757
H  1.089  1.986  -5.185
H  -0.708  1.812  -5.083
C  0.330  -0.552  -5.990
H  0.984  1.078  -7.382
H  -0.827  0.896  -7.216
C  1.553  -1.321  -6.445
H  2.460  -0.730  -6.326
H  1.420  -1.591  -7.503
H  1.678  -2.242  -5.867
C  -0.930  -1.372  -6.093
H  -1.784  -0.784  -5.747
H  -0.863  -2.273  -5.476
H  -1.093  -1.664  -7.135
Ca  -0.084  -0.153  1.622
C  -2.224  -0.748  3.070
C  -2.082  0.655  3.261
C  -2.344  1.301  2.023
H  -1.828  1.156  4.192
C  -2.674  0.300  1.070
C  -2.590  -0.965  1.714
H  -2.810  -1.931  1.252
H  -2.102  -1.503  3.845
H  -2.322  2.377  1.852
H  -3.039  0.491  0.059
C  1.048  -1.927  3.262
C  0.265  -2.706  2.370
C  0.850  -2.625  1.077
H  -0.623  -3.281  2.639
C  1.991  -1.778  1.165
C  2.124  -1.365  2.518
H  2.897  -0.710  2.918
H  0.877  -1.773  4.326
H  0.526  -3.164  0.186
H  2.673  -1.523  0.357
O  0.867  0.697  -0.926
C  -0.152  -0.161  -1.562
C  -1.044  0.725  -2.413
H  -0.751  -0.714  -0.807
H  0.392  -0.904  -2.170
C  -0.052  1.846  -2.733
H  -1.834  1.064  -1.759
H  -1.473  0.261  -3.294
C  0.648  2.061  -1.433
H  -0.457  2.705  -3.262
H  0.753  1.413  -3.332
H  0.013  2.623  -0.737
H  1.610  2.572  -1.540
Te  1.319  2.071  3.495
C  1.017  1.380  5.440
C  -0.104  1.855  6.168
C  -0.403  1.281  7.410
C  0.412  0.263  7.933
C  1.558  -0.154  7.243
C  1.877  0.397  5.999
H  -0.723  2.636  5.730
H  -1.266  1.632  7.979
H  0.159  -0.188  8.892
H  2.210  -0.914  7.688
H  2.747  0.079  5.428

Atoms 1-2, force components in eV/Å:
O -0.147 1.243 -2.700
C -0.074 1.075 0.785

HOMO	-3.23	eV
relative energy (zero: lowest compared OMol25 entry of this formula, charge and spin)	1.154	eV
net charge	-1
F_max	2.977	eV/Å
calculated total energy	-56287.775	eV

Löwdin charges, unit e, in atom order: atom 1 (O): -0.109, atom 2 (C): -0.181, atom 3 (C): -0.081, atom 4 (H): 0.131, atom 5 (H): 0.118, atom 6 (C): -0.593, atom 7 (H): 0.113, atom 8 (H): 0.116, atom 9 (C): -0.019, atom 10 (H): 0.088, atom 11 (H): 0.093, atom 12 (H): 0.087, atom 13 (C): -0.025, atom 14 (H): 0.089, atom 15 (H): 0.092, atom 16 (H): 0.092, atom 17 (Ca): 1.066, atom 18 (C): -0.226, atom 19 (C): -0.234, atom 20 (C): -0.236, atom 21 (H): 0.063, atom 22 (C): -0.255, atom 23 (C): -0.250, atom 24 (H): 0.089, atom 25 (H): 0.094, atom 26 (H): 0.085, atom 27 (H): 0.074, atom 28 (C): -0.229, atom 29 (C): -0.243, atom 30 (C): -0.240, atom 31 (H): 0.088, atom 32 (C): -0.242, atom 33 (C): -0.269, atom 34 (H): 0.055, atom 35 (H): 0.088, atom 36 (H): 0.082, atom 37 (H): 0.085, atom 38 (O): -0.181, atom 39 (C): -0.183, atom 40 (C): -0.142, atom 41 (H): 0.091, atom 42 (H): 0.124, atom 43 (C): -0.205, atom 44 (H): 0.095, atom 45 (H): 0.104, atom 46 (C): -0.165, atom 47 (H): 0.117, atom 48 (H): 0.085, atom 49 (H): 0.123, atom 50 (H): 0.127, atom 51 (Te): 0.588, atom 52 (C): -0.713, atom 53 (C): -0.192, atom 54 (C): -0.115, atom 55 (C): -0.131, atom 56 (C): -0.122, atom 57 (C): -0.175, atom 58 (H): 0.073, atom 59 (H): 0.089, atom 60 (H): 0.083, atom 61 (H): 0.093, atom 62 (H): 0.078

***

(4)
The following is a quantum chemistry calculation of C25H33Cl2N9O6P2Ti as an isolated structure at a distorted geometry, from OMol25.

Atoms and positions in Å:
Ti  0.252  -0.442  -0.491
Cl  -0.924  -0.084  -4.345
C  -2.365  -0.029  -3.380
C  -3.525  0.529  -3.948
C  -4.673  0.597  -3.224
Cl  -6.094  1.299  -3.940
C  -4.726  0.095  -1.897
C  -5.880  0.129  -1.085
C  -5.830  -0.395  0.174
C  -4.623  -0.967  0.622
N  -3.532  -1.014  -0.097
C  -3.558  -0.478  -1.344
C  -2.331  -0.521  -2.094
O  -1.253  -1.031  -1.563
H  -3.489  0.907  -4.960
H  -6.788  0.569  -1.475
H  -6.696  -0.382  0.823
H  -4.562  -1.394  1.620
C  -1.350  -2.129  2.278
N  -0.435  -1.068  2.662
C  0.583  -1.439  3.623
P  -0.750  0.516  2.283
O  -0.780  0.618  0.733
O  0.205  1.413  2.976
P  2.836  0.803  0.448
O  1.841  -0.259  0.826
N  4.136  0.702  1.466
C  3.752  0.716  2.883
C  5.326  -0.099  1.205
N  2.423  2.379  0.542
C  3.290  3.376  1.186
C  1.123  2.995  0.240
N  -2.364  0.728  2.692
C  -3.129  1.759  2.004
C  -2.649  0.654  4.117
H  -1.971  -2.448  3.124
H  -0.785  -2.999  1.927
H  -2.004  -1.793  1.474
H  0.133  -1.893  4.515
H  1.137  -0.554  3.922
H  1.276  -2.163  3.184
H  2.790  1.215  3.018
H  4.515  1.242  3.461
H  3.653  -0.305  3.264
H  5.644  -0.016  0.171
H  5.166  -1.157  1.438
H  6.136  0.271  1.836
H  4.312  3.028  1.269
H  2.902  3.612  2.179
H  3.274  4.280  0.576
H  0.467  2.319  -0.282
H  1.307  3.870  -0.388
H  0.655  3.298  1.177
H  -2.929  1.721  0.937
H  -2.897  2.766  2.376
H  -4.196  1.579  2.161
H  -2.080  -0.159  4.570
H  -3.712  0.452  4.266
H  -2.392  1.581  4.642
O  1.017  0.596  -1.479
N  3.572  0.337  -1.031
C  3.858  1.136  -1.956
C  4.438  0.583  -3.175
N  4.901  0.142  -4.128
C  3.637  2.580  -2.005
N  3.561  3.717  -2.137
O  0.979  -2.291  -0.833
N  0.958  -2.659  -2.116
C  -0.077  -3.375  -2.568
C  -0.117  -3.753  -3.893
C  0.906  -3.373  -4.743
C  1.961  -2.623  -4.244
C  1.966  -2.275  -2.915
H  -0.837  -3.589  -1.833
H  -0.963  -4.325  -4.244
H  0.880  -3.651  -5.788
H  2.776  -2.292  -4.871
H  2.724  -1.683  -2.419

Atoms 1-2, force components in eV/Å:
Ti -0.354 0.169 0.134
Cl 0.054 -0.023 -0.014

HOMO	-7.71	eV
relative energy (zero: lowest compared OMol25 entry of this formula, charge and spin)	0.000	eV
net charge	0
F_max	1.222	eV/Å
calculated total energy	-118900.607	eV

Löwdin charges, unit e, in atom order: atom 1 (Ti): 0.958, atom 2 (Cl): 0.731, atom 3 (C): -0.562, atom 4 (C): -0.129, atom 5 (C): -0.608, atom 6 (Cl): 0.684, atom 7 (C): -0.171, atom 8 (C): -0.029, atom 9 (C): -0.051, atom 10 (C): -0.144, atom 11 (N): 0.132, atom 12 (C): -0.135, atom 13 (C): -0.345, atom 14 (O): -0.221, atom 15 (H): 0.105, atom 16 (H): 0.088, atom 17 (H): 0.104, atom 18 (H): 0.109, atom 19 (C): -0.104, atom 20 (N): -0.312, atom 21 (C): -0.112, atom 22 (P): 0.375, atom 23 (O): -0.379, atom 24 (O): -0.288, atom 25 (P): 0.594, atom 26 (O): -0.333, atom 27 (N): -0.316, atom 28 (C): -0.095, atom 29 (C): -0.095, atom 30 (N): -0.269, atom 31 (C): -0.096, atom 32 (C): -0.087, atom 33 (N): -0.296, atom 34 (C): -0.114, atom 35 (C): -0.115, atom 36 (H): 0.083, atom 37 (H): 0.085, atom 38 (H): 0.045, atom 39 (H): 0.081, atom 40 (H): 0.060, atom 41 (H): 0.083, atom 42 (H): 0.066, atom 43 (H): 0.090, atom 44 (H): 0.087, atom 45 (H): 0.065, atom 46 (H): 0.089, atom 47 (H): 0.087, atom 48 (H): 0.077, atom 49 (H): 0.094, atom 50 (H): 0.076, atom 51 (H): 0.041, atom 52 (H): 0.083, atom 53 (H): 0.086, atom 54 (H): 0.070, atom 55 (H): 0.087, atom 56 (H): 0.075, atom 57 (H): 0.073, atom 58 (H): 0.080, atom 59 (H): 0.084, atom 60 (O): -0.386, atom 61 (N): 0.067, atom 62 (C): -0.331, atom 63 (C): -0.136, atom 64 (N): 0.193, atom 65 (C): -0.138, atom 66 (N): 0.222, atom 67 (O): -0.191, atom 68 (N): -0.159, atom 69 (C): 0.002, atom 70 (C): -0.024, atom 71 (C): -0.048, atom 72 (C): -0.023, atom 73 (C): 0.007, atom 74 (H): 0.151, atom 75 (H): 0.120, atom 76 (H): 0.117, atom 77 (H): 0.116, atom 78 (H): 0.124